(1)
Density functional theory data (the ωB97M-V functional and the def2-TZVPD basis) for 2 unconnected molecules or ions with the total composition C4H9NO.

Output
Lowest unoccupied orbital energy   1.07 eV
Charge   0
Orbital gap   0.3689 hartree
Molecular weight   87.12 g mol⁻¹
SMILES string   C/N=C/O.C=C
Electronic energy   -287.743843 hartree
HOMO energy   -8.971 eV
Maximum force   0.59 eV/A

Each line ends with the natural charge from an NBO analysis.
Element x y z (Å)
1 O -0.974 1.054 1.492  -0.6863
2 N 0.623 -0.261 0.534  -0.5131
3 C 1.908 -0.894 0.566  -0.4216
4 C 0.187 0.388 1.521  0.4256
5 C -1.761 0.744 -1.432  -0.5279
6 C -0.880 -0.251 -1.512  -0.2827
7 H -1.509 1.746 -1.766  0.2031
8 H 0.690 0.483 2.490  0.1311
9 H -1.305 0.984 0.571  0.5062
10 H 1.801 -1.951 0.294  0.1984
11 H -1.099 -1.252 -1.150  0.1986
12 H 2.547 -0.432 -0.197  0.1980
13 H -2.757 0.580 -1.030  0.2009
14 H 0.116 -0.115 -1.922  0.1981
15 H 2.412 -0.823 1.540  0.1716

Force components x, y, z for each atom (eV/Å):
O -0.053 -0.012 -0.147
N -0.089 0.286 0.508
C 0.252 -0.113 0.086
C 0.426 -0.261 -0.066
C -0.020 -0.150 -0.333
C -0.299 0.123 -0.262
H -0.097 -0.113 -0.019
H 0.012 0.008 -0.029
H 0.053 -0.039 0.265
H 0.058 0.143 0.101
H -0.069 0.173 -0.149
H -0.027 -0.102 0.172
H 0.067 0.052 -0.058
H -0.237 0.043 -0.010
H 0.022 -0.037 -0.057

(2)
Density functional theory data (the ωB97M-V functional and the def2-TZVPD basis) for 2 unconnected molecules or ions with the total composition C4H9NO.

Output
Lowest unoccupied orbital energy   1.02 eV
Charge   0
Orbital gap   0.3574 hartree
Molecular weight   87.12 g mol⁻¹
SMILES string   C=CN.CC=O
Electronic energy   -287.759270 hartree
HOMO energy   -8.709 eV
Maximum force   0.52 eV/A

Each line ends with the natural charge from an NBO analysis.
Element x y z (Å)
1 O 0.900 -1.582 0.860  -0.5615
2 N -0.518 0.679 1.949  -0.8470
3 C -0.595 1.251 0.666  -0.0058
4 C 0.479 -1.379 -0.259  0.4490
5 C 1.339 -0.879 -1.384  -0.7278
6 C -1.640 1.093 -0.148  -0.4794
7 H -2.502 0.515 0.177  0.2016
8 H 0.253 1.858 0.335  0.1757
9 H 1.725 -1.754 -1.920  0.2414
10 H -1.676 1.596 -1.108  0.2033
11 H -0.580 -1.584 -0.507  0.1205
12 H 0.766 -0.272 -2.089  0.2298
13 H 2.187 -0.316 -0.988  0.2343
14 H 0.222 1.099 2.493  0.3669
15 H -0.359 -0.324 1.923  0.3992

Force components x, y, z for each atom (eV/Å):
O -0.209 -0.021 -0.471
N 0.131 0.132 -0.003
C -0.166 0.131 -0.143
C 0.194 -0.117 0.175
C 0.074 0.047 -0.012
C 0.098 0.050 0.143
H 0.084 0.089 -0.104
H -0.220 0.043 0.154
H -0.041 0.085 0.008
H 0.060 -0.210 0.071
H 0.123 -0.083 0.030
H 0.051 -0.091 0.114
H -0.114 -0.100 -0.059
H 0.066 -0.098 0.014
H -0.133 0.144 0.083

(3)
Density functional theory data (the ωB97M-V functional and the def2-TZVPD basis) for 2 unconnected molecules or ions with the total composition C4H9NO.

Output
Lowest unoccupied orbital energy   1.10 eV
Charge   0
Orbital gap   0.3886 hartree
Molecular weight   87.12 g mol⁻¹
SMILES string   [H]/N=C\C.CC=O
Electronic energy   -287.772002 hartree
HOMO energy   -9.472 eV
Maximum force   0.50 eV/A

Each line ends with the natural charge from an NBO analysis.
Element x y z (Å)
1 O 0.552 0.917 1.928  -0.5633
2 N -0.501 -0.188 -0.869  -0.6410
3 C 0.677 0.206 -1.134  0.1537
4 C -0.637 0.729 1.795  0.4684
5 C 1.410 0.060 -2.437  -0.6897
6 C -1.361 -0.502 2.265  -0.7223
7 H 1.215 0.704 -0.320  0.1890
8 H -2.046 -0.238 3.080  0.2266
9 H -0.643 -1.247 2.616  0.2269
10 H 1.733 1.042 -2.803  0.2311
11 H -1.951 -0.904 1.437  0.2423
12 H 2.315 -0.542 -2.295  0.2324
13 H 0.785 -0.415 -3.201  0.2103
14 H -1.280 1.501 1.326  0.1082
15 H -0.921 -0.641 -1.686  0.3275

Force components x, y, z for each atom (eV/Å):
O -0.494 -0.054 -0.034
N 0.305 0.059 -0.245
C -0.173 -0.045 0.076
C 0.213 0.007 0.083
C -0.033 -0.039 -0.052
C 0.106 -0.060 0.011
H -0.031 -0.064 -0.123
H 0.088 0.008 -0.120
H -0.107 0.085 -0.035
H -0.042 -0.125 0.072
H 0.065 0.069 0.127
H -0.116 0.094 0.003
H 0.085 0.065 0.123
H 0.111 -0.052 0.046
H 0.026 0.053 0.067

(4)
Density functional theory data (the ωB97M-V functional and the def2-TZVPD basis) for a single C4H9NO molecule.

Output
Lowest unoccupied orbital energy   0.96 eV
Charge   0
Orbital gap   0.3971 hartree
Molecular weight   87.12 g mol⁻¹
SMILES string   CC/N=C\OC
Electronic energy   -287.766391 hartree
HOMO energy   -9.849 eV
Maximum force   0.49 eV/A

Each line ends with the natural charge from an NBO analysis.
Element x y z (Å)
1 O -0.885 -0.970 -0.288  -0.5436
2 N 0.074 0.523 1.203  -0.4408
3 C -2.173 -0.856 -0.872  -0.2570
4 C -0.778 -0.364 0.932  0.3868
5 C 2.316 0.378 0.228  -0.6061
6 C 0.929 0.992 0.120  -0.2541
7 H -2.056 -1.073 -1.936  0.2006
8 H 0.500 0.756 -0.860  0.1836
9 H -2.884 -1.570 -0.435  0.1772
10 H 1.005 2.079 0.219  0.1943
11 H 2.254 -0.713 0.180  0.2067
12 H -1.481 -0.715 1.696  0.1547
13 H -2.563 0.166 -0.766  0.1790
14 H 2.951 0.714 -0.597  0.2081
15 H 2.790 0.653 1.174  0.2105

Force components x, y, z for each atom (eV/Å):
O 0.015 0.098 0.014
N -0.381 -0.309 -0.052
C -0.318 -0.038 -0.192
C 0.261 0.274 0.239
C 0.122 -0.099 -0.011
C 0.119 0.088 -0.097
H -0.042 -0.025 0.176
H 0.077 0.110 0.085
H 0.110 0.131 -0.005
H -0.037 -0.115 -0.016
H 0.008 0.094 0.013
H 0.116 0.035 -0.176
H 0.051 -0.209 -0.013
H -0.064 0.009 0.123
H -0.037 -0.043 -0.089

(5)
Density functional theory data (the ωB97M-V functional and the def2-TZVPD basis) for a molecular structure, C4H9NO at a distorted geometry.

Output
Lowest unoccupied orbital energy   0.99 eV
Charge   0
Orbital gap   0.3461 hartree
Molecular weight   87.12 g mol⁻¹
Electronic energy   -287.641849 hartree
HOMO energy   -8.424 eV
Maximum force   2.24 eV/A

Each line ends with the natural charge from an NBO analysis.
Element x y z (Å)
1 O 2.290 0.119 -0.468  -0.7826
2 N 0.320 0.646 1.099  -0.6365
3 C -1.443 -0.936 0.114  -0.6124
4 C -0.184 -0.109 -0.048  0.0306
5 C 0.951 -0.770 -0.826  -0.2752
6 C -0.312 1.375 -0.007  -0.2627
7 H 0.807 -0.597 -1.903  0.1853
8 H -1.212 -1.873 0.628  0.2210
9 H 0.361 2.000 -0.590  0.2089
10 H -1.292 1.817 0.179  0.1969
11 H -1.881 -1.183 -0.859  0.2229
12 H 1.996 0.428 0.425  0.5001
13 H 2.079 -1.100 -0.352  0.4262
14 H -2.205 -0.392 0.689  0.2083
15 H -0.273 0.575 1.918  0.3693

Force components x, y, z for each atom (eV/Å):
O -0.163 1.058 -0.144
N -0.080 -0.026 0.367
C 0.078 -0.058 -0.007
C 0.188 -0.259 0.125
C 0.971 0.891 0.224
C -0.007 0.127 -0.178
H 0.272 -0.381 0.355
H -0.049 0.074 -0.053
H -0.036 -0.130 0.121
H 0.170 -0.215 -0.117
H 0.120 0.039 0.117
H 0.152 0.192 -0.140
H -1.788 -1.260 -0.481
H 0.214 -0.069 -0.106
H -0.042 0.020 -0.083

(6)
Density functional theory data (the ωB97M-V functional and the def2-TZVPD basis) for a single C4H9NO molecule.

Output
Lowest unoccupied orbital energy   0.93 eV
Charge   0
Orbital gap   0.3925 hartree
Molecular weight   87.12 g mol⁻¹
SMILES string   CC(C)C(N)=O
Electronic energy   -287.831189 hartree
HOMO energy   -9.747 eV
Maximum force   0.46 eV/A

Each line ends with the natural charge from an NBO analysis.
Element x y z (Å)
1 O 1.315 0.462 1.379  -0.6315
2 N 2.118 0.242 -0.707  -0.8273
3 C -1.193 1.080 -0.104  -0.5981
4 C -0.801 -1.322 0.587  -0.5989
5 C 1.102 0.206 0.202  0.6790
6 C -0.300 -0.155 -0.270  -0.3077
7 H -1.164 1.416 0.938  0.2258
8 H -0.748 -1.043 1.644  0.2296
9 H -2.230 0.848 -0.371  0.2087
10 H -1.837 -1.575 0.335  0.2068
11 H -0.289 -0.455 -1.326  0.1943
12 H -0.851 1.907 -0.736  0.2088
13 H 2.049 0.092 -1.699  0.3979
14 H 3.010 0.511 -0.313  0.4026
15 H -0.181 -2.214 0.443  0.2101

Force components x, y, z for each atom (eV/Å):
O -0.028 -0.075 -0.448
N 0.232 0.097 0.231
C -0.018 0.069 0.009
C -0.008 -0.056 0.029
C 0.003 0.051 0.290
C -0.001 -0.017 -0.055
H -0.026 -0.067 -0.151
H -0.047 -0.040 -0.164
H 0.166 0.015 0.031
H 0.156 0.056 0.015
H 0.092 0.054 0.128
H -0.062 -0.113 0.082
H -0.262 -0.029 0.243
H -0.093 -0.055 -0.251
H -0.104 0.110 0.011

(7)
Density functional theory data (the ωB97M-V functional and the def2-TZVPD basis) for a single C4H9NO molecule.

Output
Lowest unoccupied orbital energy   0.87 eV
Charge   0
Orbital gap   0.3757 hartree
Molecular weight   87.12 g mol⁻¹
SMILES string   CCN(C)C=O
Electronic energy   -287.803370 hartree
HOMO energy   -9.353 eV
Maximum force   0.32 eV/A

Each line ends with the natural charge from an NBO analysis.
Element x y z (Å)
1 O 1.971 -0.788 0.834  -0.6163
2 N 0.306 0.066 -0.489  -0.4386
3 C -0.790 -0.426 0.343  -0.2131
4 C -0.029 0.587 -1.798  -0.3987
5 C 1.599 -0.191 -0.158  0.5326
6 C -0.634 -0.118 1.834  -0.6162
7 H -1.617 0.013 2.297  0.2056
8 H 2.311 0.229 -0.897  0.1040
9 H -0.531 -0.170 -2.415  0.1921
10 H -0.917 -1.507 0.187  0.1958
11 H -0.068 0.805 1.976  0.2161
12 H 0.884 0.895 -2.315  0.2106
13 H -0.689 1.458 -1.714  0.1976
14 H -0.101 -0.913 2.355  0.2328
15 H -1.695 0.058 -0.040  0.1956

Force components x, y, z for each atom (eV/Å):
O -0.120 0.100 -0.282
N 0.213 -0.073 0.099
C -0.127 -0.017 0.036
C 0.002 0.066 -0.127
C -0.034 -0.019 0.050
C -0.005 0.007 0.046
H 0.094 -0.065 -0.082
H -0.079 -0.071 0.089
H 0.064 0.098 0.100
H 0.025 0.128 0.023
H -0.095 -0.050 -0.013
H -0.134 -0.039 0.083
H 0.091 -0.125 0.001
H -0.031 0.128 -0.068
H 0.137 -0.068 0.046

(8)
Density functional theory data (the ωB97M-V functional and the def2-TZVPD basis) for a single C4H9NO molecule at a distorted geometry.

Output
Lowest unoccupied orbital energy   1.07 eV
Charge   0
Orbital gap   0.3917 hartree
Molecular weight   87.12 g mol⁻¹
SMILES string   C[C@@H]1C[C@H]1ON
Electronic energy   -287.659893 hartree
HOMO energy   -9.589 eV
Maximum force   4.50 eV/A

Each line ends with the natural charge from an NBO analysis.
Element x y z (Å)
1 O -2.087 -0.004 0.516  -0.4338
2 N -3.278 0.090 -0.304  -0.4931
3 C -0.084 -1.445 -0.135  -0.4644
4 C -0.681 -0.094 -0.322  0.0610
5 C 0.491 -0.205 0.579  -0.2386
6 C 1.878 0.219 0.084  -0.5975
7 H -0.856 0.349 -1.258  0.1957
8 H 1.895 -0.012 -0.920  0.1977
9 H -3.214 -0.690 -0.918  0.3252
10 H 2.569 -0.398 0.558  0.2100
11 H 0.393 -0.033 1.656  0.2412
12 H 2.262 1.253 0.114  0.2144
13 H -3.177 0.963 -0.839  0.3241
14 H -0.704 -2.205 0.414  0.2387
15 H 0.483 -2.010 -0.893  0.2195

Force components x, y, z for each atom (eV/Å):
O 2.015 0.228 -1.540
N 1.547 0.927 0.955
C -0.367 -1.299 0.918
C -3.499 -1.151 2.588
C 0.677 0.440 -0.264
C -1.200 1.108 0.483
H 0.357 0.914 -0.961
H 0.312 -0.642 -2.400
H -0.163 -0.654 -0.847
H 1.390 -1.024 0.859
H -0.653 -0.381 -0.429
H -0.836 -0.143 0.613
H -0.135 -0.512 0.083
H 0.540 1.228 -0.186
H 0.016 0.959 0.129

(9)
Density functional theory data (the ωB97M-V functional and the def2-TZVPD basis) for a single C4H9NO molecule.

Output
Lowest unoccupied orbital energy   1.05 eV
Charge   0
Orbital gap   0.3560 hartree
Molecular weight   87.12 g mol⁻¹
SMILES string   CN(C)[C@H]1CO1
Electronic energy   -287.733857 hartree
HOMO energy   -8.637 eV
Maximum force   0.83 eV/A

Each line ends with the natural charge from an NBO analysis.
Element x y z (Å)
1 O -1.014 0.462 1.681  -0.5110
2 N 0.349 0.142 -0.369  -0.4548
3 C 1.625 0.790 -0.144  -0.4022
4 C -1.949 -0.009 0.680  -0.1326
5 C 0.412 -1.260 -0.685  -0.4037
6 C -0.732 0.687 0.304  0.2197
7 H 1.007 -1.340 -1.592  0.1959
8 H -0.570 -1.699 -0.904  0.2069
9 H -2.889 0.506 0.462  0.1757
10 H 0.875 -1.852 0.109  0.1750
11 H 2.205 0.338 0.674  0.1787
12 H -0.871 1.729 0.041  0.1665
13 H 2.209 0.739 -1.064  0.1925
14 H -2.135 -1.078 0.700  0.1871
15 H 1.479 1.847 0.107  0.2065

Force components x, y, z for each atom (eV/Å):
O -0.766 -0.051 0.276
N -0.012 0.054 -0.035
C 0.019 0.041 -0.086
C -0.406 -0.086 -0.033
C 0.022 -0.100 -0.068
C -0.176 -0.026 -0.646
H 0.183 -0.314 -0.066
H 0.175 0.378 0.103
H 0.166 0.346 0.734
H 0.106 -0.152 0.063
H -0.061 -0.033 -0.048
H 0.029 0.236 0.073
H 0.171 -0.006 0.058
H 0.631 -0.078 -0.236
H -0.082 -0.210 -0.088

(10)
Density functional theory data (the ωB97M-V functional and the def2-TZVPD basis) for a single C4H9NO molecule.

Output
Lowest unoccupied orbital energy   0.98 eV
Charge   0
Orbital gap   0.3644 hartree
Molecular weight   87.12 g mol⁻¹
SMILES string   CN(C)CC=O
Electronic energy   -287.764747 hartree
HOMO energy   -8.937 eV
Maximum force   0.75 eV/A

Each line ends with the natural charge from an NBO analysis.
Element x y z (Å)
1 O -2.646 0.571 1.713  -0.5220
2 N 0.469 -0.212 0.032  -0.4362
3 C 0.957 1.111 -0.320  -0.4152
4 C -1.455 0.398 1.605  0.4312
5 C 0.883 -1.188 -0.966  -0.4086
6 C -0.944 -0.303 0.354  -0.3357
7 H 0.434 -1.020 -1.964  0.1669
8 H 0.768 1.826 0.487  0.1997
9 H 0.523 1.510 -1.256  0.1679
10 H 0.624 -2.202 -0.640  0.2012
11 H -1.181 -1.371 0.468  0.2292
12 H 2.044 1.062 -0.458  0.2039
13 H 1.972 -1.152 -1.088  0.2020
14 H -1.687 0.083 -0.374  0.1951
15 H -0.767 0.753 2.399  0.1206

Force components x, y, z for each atom (eV/Å):
O 0.445 0.030 0.254
N -0.058 0.027 0.046
C 0.020 0.161 0.042
C -0.332 0.006 -0.050
C 0.029 -0.136 -0.016
C -0.177 -0.023 -0.071
H -0.005 0.026 0.184
H -0.083 -0.099 -0.112
H -0.042 -0.090 0.145
H -0.029 0.170 -0.024
H -0.016 0.236 0.116
H -0.234 -0.003 0.051
H -0.218 0.045 0.076
H 0.576 -0.162 -0.449
H 0.123 -0.189 -0.191